(1)
17
Properties=species:S:1:pos:R:3:forces:R:3:lowdin_charge:R:1 method="wB97M-V/def2-TZVPD" homo_ha="-0.2935 / -0.2935"
C 0.0144 -0.6587 0.1019 -1.89 0.59 0.11 -0.545
C -0.7068 0.4237 -0.5121 -0.15 -1.67 1.64 -0.075
C -1.1552 1.6423 0.2149 0.24 -0.09 0.01 -0.076
N 0.0491 -0.6674 1.5378 0.20 0.27 0.16 0.086
N -0.2628 -1.9445 -0.4435 0.40 -0.09 -0.68 0.068
O 1.2714 1.0530 -1.1413 0.92 0.68 -1.03 -0.040
C 1.7535 -0.1328 -0.5262 -0.65 1.05 -1.62 -0.426
N 2.8092 -0.6271 -0.3586 -0.56 -0.25 0.39 0.174
H 0.8797 0.9474 -2.0506 1.01 -0.63 1.16 0.138
H -1.1801 0.1965 -1.4573 0.32 0.02 -0.27 0.119
H 0.6984 -1.3785 1.8554 0.06 0.05 -0.03 0.083
H 0.3681 0.2179 1.9145 0.02 0.00 0.07 0.075
H 0.4703 -2.6115 -0.2349 -0.04 0.02 -0.04 0.077
H -1.1664 -2.3028 -0.1625 0.13 0.02 0.19 0.084
H -0.3728 2.0388 0.8629 0.01 0.06 -0.08 0.083
H -1.9927 1.3819 0.8723 -0.05 -0.05 -0.06 0.094
H -1.4772 2.4218 -0.4726 0.01 0.04 0.06 0.080

***

(2)
75
Properties=species:S:1:pos:R:3:forces:R:3:lowdin_charge:R:1 method="wB97M-V/def2-TZVPD" homo_ha=-0.3416 smiles=COC[C@H](C)N.COC[C@H](C)N.COC[C@H](C)N.O.O.O.O.O.O.O.O
C 7.6254 2.0335 2.4040 0.38 1.01 1.72 -0.128
O 6.4217 2.4572 1.8767 -0.43 0.18 -1.24 -0.190
C 5.2694 1.6690 2.0058 -1.24 1.19 -0.64 -0.182
C 4.0862 2.6382 2.3222 0.74 -1.54 -0.52 -0.465
C 4.2972 3.3297 3.6063 1.31 1.81 0.39 -0.073
N 2.8637 1.8889 2.3912 -1.54 -1.02 0.74 0.021
H 7.5346 2.1173 3.4870 -0.01 -0.94 0.57 0.082
H 8.3212 2.8643 2.2873 0.32 -0.27 -0.91 0.090
H 8.0352 1.0680 2.1075 -0.18 0.01 -0.29 0.091
H 4.9586 1.2746 1.0383 0.51 -0.57 -0.29 0.116
H 5.3567 0.8491 2.7187 0.00 0.12 0.30 0.132
H 3.8602 3.3012 1.4871 1.39 0.69 -0.09 0.141
H 4.6788 2.7248 4.4288 -1.12 -0.56 0.16 0.089
H 3.4668 4.0117 3.7894 -0.13 -0.35 0.71 0.083
H 5.1673 3.9826 3.5376 0.05 0.43 -0.54 0.076
H 2.1366 2.5804 2.2765 -0.48 -0.11 0.26 0.074
H 2.7104 1.2568 1.6184 0.33 -0.17 -0.29 0.069
C -5.0607 5.7668 -3.2622 1.48 -0.45 0.44 -0.069
O -4.3243 4.7580 -2.5107 -0.78 0.15 -0.05 -0.192
C -2.9758 4.9474 -2.0921 -0.08 1.15 -1.34 -0.218
C -2.4666 3.7175 -1.4543 1.70 -1.54 1.08 -0.471
C -3.1196 3.4298 -0.1608 -2.49 -0.17 1.01 -0.086
N -1.0517 3.8179 -1.0430 0.34 0.91 -0.74 0.024
H -6.0863 5.4294 -3.4122 0.16 -0.15 0.45 0.083
H -4.6376 5.9039 -4.2573 0.26 -0.07 -0.12 0.076
H -5.0214 6.7355 -2.7639 -0.18 0.01 0.19 0.081
H -2.3302 5.1459 -2.9476 0.03 0.16 -0.48 0.122
H -2.7955 5.7858 -1.4192 -0.51 0.27 0.28 0.133
H -2.4709 2.8625 -2.1304 -0.99 -0.01 -0.29 0.143
H -2.8652 4.1231 0.6409 0.44 0.26 -0.28 0.088
H -2.9845 2.4348 0.2633 0.20 -0.16 -0.35 0.080
H -4.1887 3.5808 -0.3098 -0.30 -0.33 0.20 0.076
H -0.4913 3.9062 -1.8785 0.45 -0.01 -0.11 0.063
H -0.8367 2.9144 -0.6461 0.30 -0.05 0.13 0.067
C -2.8050 -5.0619 -2.4794 -0.76 0.12 1.18 -0.130
O -2.5560 -4.3010 -3.5958 -0.03 0.52 -1.89 -0.175
C -1.6173 -3.2780 -3.4242 0.71 0.44 0.45 -0.223
C -1.2740 -2.5076 -4.7020 -0.37 -1.61 -0.42 -0.441
C -0.8907 -3.4448 -5.8482 -1.34 -0.14 -0.41 -0.060
N -0.2029 -1.5909 -4.4359 0.71 1.29 0.71 0.033
H -3.7901 -5.5244 -2.5405 0.21 -0.50 -0.66 0.091
H -2.9868 -4.4164 -1.6201 0.62 0.18 0.50 0.082
H -2.0106 -5.7847 -2.2933 -0.02 -0.11 0.20 0.094
H -2.0082 -2.5362 -2.7278 0.02 0.08 0.39 0.124
H -0.6739 -3.6517 -3.0262 0.20 -0.37 0.33 0.124
H -2.2165 -1.9935 -4.8906 0.25 0.42 -0.65 0.143
H -1.6555 -4.2085 -5.9894 -0.01 -0.21 0.20 0.071
H 0.0622 -3.9557 -5.7102 0.09 0.23 0.11 0.080
H -0.9248 -2.8960 -6.7893 0.50 0.13 -0.05 0.073
H -0.0407 -0.9216 -5.1747 -0.67 0.26 -0.19 0.077
H 0.7043 -2.0346 -4.4186 -0.03 -0.69 0.34 0.073
O -0.7878 -6.5774 3.2830 0.12 -0.07 0.22 -0.054
H -1.0005 -5.7447 2.8615 -0.04 0.32 -0.09 0.023
H -1.0344 -7.2419 2.6398 -0.05 -0.19 -0.13 0.028
O 1.0750 -0.3214 5.2553 0.10 -0.38 0.03 -0.052
H 0.1802 -0.0102 5.3924 -0.33 0.07 0.07 0.022
H 1.4965 0.3746 4.7511 0.27 0.28 -0.26 0.015
O -2.8307 0.8490 4.9063 0.30 0.02 -0.01 -0.052
H -3.5005 1.4758 5.1794 -0.13 0.20 0.08 0.030
H -3.3203 0.0591 4.6772 -0.12 -0.27 -0.09 0.029
O -5.1404 -2.4716 1.8863 -0.16 -0.09 0.19 -0.054
H -5.4208 -1.6784 1.4298 -0.10 0.19 -0.12 0.028
H -4.2771 -2.6659 1.5215 0.34 -0.07 -0.06 0.019
O 2.2605 -4.2792 -0.3144 -0.27 0.20 -0.23 -0.050
H 3.0680 -4.4877 -0.7842 0.19 -0.09 -0.15 0.033
H 2.5306 -4.1905 0.5996 0.02 0.04 0.46 0.025
O 2.2794 -3.5272 3.5758 0.15 -0.08 -0.37 -0.053
H 2.0894 -4.2763 4.1407 -0.08 -0.24 0.11 0.033
H 2.0337 -2.7640 4.0986 -0.12 0.39 0.18 0.015
O -1.0229 -2.4155 1.5565 -0.39 -0.18 0.01 -0.051
H -0.6837 -1.6831 2.0711 0.11 0.19 0.17 0.030
H -0.3115 -2.6361 0.9553 0.23 -0.06 -0.20 0.018
O 1.4595 -0.6859 -1.1168 0.10 0.25 0.25 -0.059
H 1.8022 -1.5761 -1.0375 0.13 -0.37 0.07 0.007
H 0.8588 -0.7253 -1.8610 -0.29 -0.01 -0.35 0.006

***

(3)
8
Properties=species:S:1:pos:R:3:forces:R:3:lowdin_charge:R:1 method="wB97M-V/def2-TZVPD" homo_ha=-0.3377
C -1.9483 -0.1285 -2.2041 -0.34 -0.23 -1.14 0.103
C -2.1148 0.1069 -0.9710 -0.60 0.37 2.63 -0.408
C -2.3901 -0.4917 0.4570 0.61 0.44 -1.64 -0.614
C -2.0591 0.7636 0.3552 -0.62 -2.14 -0.29 -0.722
Cl -2.6058 -2.0569 1.0371 -0.02 0.96 0.02 0.754
Cl 0.6729 -1.1180 -0.8469 -0.94 -0.99 -0.88 0.259
Cl -1.7136 2.1920 1.0824 0.22 0.79 0.27 0.807
H -0.3778 -1.5280 -1.6220 1.68 0.80 1.03 -0.178